[1]
The following is a quantum chemistry calculation of C27H37F3InN3O4S6Si as an isolated structure, from the Open Molecules 2025 dataset.

The geometry in XYZ format:
```
82
Properties=species:S:1:pos:R:3:forces:R:3
In -0.5790 1.0001 -0.3065 0.164 0.063 0.480
S -2.4977 3.3114 -0.8832 0.053 -0.440 0.086
S -4.7594 -0.0331 1.7004 -0.041 -0.099 -0.023
S 0.9643 -2.7604 -0.0958 0.241 -0.213 0.118
S 1.7485 -0.8477 -2.8049 0.264 0.233 -0.015
S 1.8929 2.2677 -1.1802 -0.179 0.189 -0.075
S -0.3760 1.7551 -3.6508 0.029 -0.041 0.055
Si 1.0701 0.6217 2.7211 0.191 0.031 -0.295
F -1.4780 4.5728 -2.9583 -0.125 0.106 0.038
F -3.6388 4.5852 -2.8297 -0.109 0.091 -0.083
F -2.4716 5.8475 -1.5115 0.045 0.051 -0.095
O -3.4691 3.7233 0.0836 0.221 0.036 0.008
O 0.6703 1.2197 1.2622 -0.207 -0.030 0.138
O -2.7659 2.1093 -1.6470 -0.105 0.193 0.140
O -1.0727 3.2777 -0.4087 -0.475 -0.377 -0.103
N 2.0848 -5.1705 0.4255 -0.158 -0.039 -0.063
N 3.0733 -3.4935 1.4234 0.065 -0.019 0.091
N -2.4174 0.9067 1.2700 -0.126 0.252 -0.112
C -2.5240 4.6634 -2.1179 0.246 0.011 0.038
C 3.2196 -0.0731 -2.0927 -0.105 0.018 0.009
C -3.4164 -2.8586 -1.5838 0.052 -0.024 -0.037
C -2.9015 -0.9235 -0.2447 0.090 0.024 0.015
C 1.4250 3.5141 -2.4060 0.155 -0.076 0.040
C 2.0498 -3.8283 0.5906 0.046 -0.111 -0.035
C -2.2288 -2.6812 -2.2790 -0.019 0.061 0.032
C -3.7487 -1.9826 -0.5654 -0.015 0.068 0.079
C 3.6736 -4.6648 2.0578 -0.116 0.125 -0.094
C -2.9741 3.3841 3.9568 0.009 0.009 0.027
C -2.3117 2.7323 2.9394 0.086 0.046 -0.027
C -4.2606 2.9909 4.3482 -0.033 -0.033 -0.032
C 0.9151 3.0239 -3.7555 -0.074 -0.055 0.026
C 0.8931 1.8617 4.1105 -0.115 0.238 0.112
C 3.1892 -5.7914 1.1404 -0.073 0.044 -0.026
C 0.3139 0.5397 -4.7949 -0.010 -0.020 0.063
C -1.3766 -1.6291 -1.9561 -0.240 0.076 0.010
C -4.2270 1.2822 2.6980 -0.151 -0.055 0.035
C -4.9042 1.9405 3.7215 0.012 0.030 0.020
C 1.6680 -0.0841 -4.4504 -0.061 -0.069 -0.006
C -3.2460 0.0014 0.8539 0.070 -0.070 0.003
C 0.0796 -0.8953 3.1603 -0.219 -0.215 -0.074
C -1.6980 -0.7328 -0.9422 0.043 0.076 -0.169
C -2.9465 1.6643 2.3134 0.291 -0.121 -0.242
C 3.2465 1.4502 -2.0668 0.026 -0.078 0.112
C 2.9050 0.2157 2.6624 0.195 -0.131 -0.089
C 1.3219 -5.9094 -0.5531 0.076 0.068 0.096
H 2.8464 -6.6601 1.7010 -0.006 -0.063 0.001
H -1.9591 -3.3674 -3.0743 0.002 0.021 0.038
H 0.4474 -1.4049 4.0591 -0.020 0.103 -0.074
H 4.7575 -4.5915 2.0829 0.058 0.020 0.005
H -4.7641 3.5264 5.1439 0.021 -0.035 -0.027
H -0.0878 1.8038 4.5911 0.055 0.063 -0.032
H -4.0777 -3.6813 -1.8266 0.015 0.031 -0.001
H 3.4977 1.1140 2.8664 -0.038 -0.073 -0.035
H 3.1877 -0.5381 3.4099 0.008 0.075 -0.115
H -0.4562 -0.2317 -4.8631 0.033 0.006 0.002
H 3.0184 -2.6095 1.8973 0.002 0.152 0.026
H 4.1051 -0.4204 -2.6262 0.054 -0.032 0.030
H 0.6325 -5.2252 -1.0373 -0.043 0.058 -0.016
H 4.1638 1.7756 -1.5730 0.055 -0.063 -0.092
H 1.7270 2.6185 -4.3567 0.032 0.041 -0.019
H -4.6705 -2.1285 -0.0111 0.037 0.010 -0.027
H 0.6636 4.0901 -1.8957 -0.128 0.107 0.075
H 3.9642 -6.1206 0.4426 0.033 0.025 -0.056
H 2.2857 4.1656 -2.5607 0.020 0.062 -0.015
H 3.2565 1.8572 -3.0756 0.077 -0.029 -0.023
H 3.3108 -4.7970 3.0790 -0.054 0.016 0.021
H 3.1801 -0.1331 1.6586 0.000 -0.082 0.150
H 1.8671 -0.8729 -5.1764 0.052 0.063 -0.099
H -0.9640 -0.6074 3.3418 0.092 -0.078 -0.001
H 0.0917 -1.6094 2.3270 -0.016 0.053 0.143
H 1.6550 1.6751 4.8772 -0.098 0.009 -0.072
H -2.4964 4.2177 4.4573 -0.028 -0.030 -0.032
H 0.7560 -6.7103 -0.0757 0.005 -0.023 0.036
H 1.0348 2.8850 3.7421 0.007 -0.109 0.069
H -5.9044 1.6444 4.0112 0.034 0.011 -0.004
H 0.3769 1.0244 -5.7714 0.025 -0.142 -0.071
H -1.3312 3.0376 2.5998 0.028 0.001 0.022
H 2.4699 0.6469 -4.5455 -0.002 -0.020 -0.005
H 0.5054 3.8788 -4.2922 0.067 0.031 -0.036
H 1.9847 -6.3460 -1.3045 0.025 -0.001 -0.014
H 3.2541 -0.4873 -1.0812 0.006 0.040 -0.042
H -0.4433 -1.5218 -2.4952 -0.325 -0.040 0.115
```
Positions in Å, forces in eV/Å.

Kohn-Sham gap: 8.36 eV
energy relative to the best compared isomer or geometry (same formula, charge and spin): 0.700 eV
F_max: 0.61 eV/A
LUMO energy: 0.2 eV

[2]
The following is a quantum chemistry calculation of C27H37GeNiO3SbSe4 as an isolated structure, from the Open Molecules 2025 dataset.

The geometry in XYZ format:
```
74
Properties=species:S:1:pos:R:3:forces:R:3
Sb -4.5796 0.0760 -4.3275 0.025 0.042 -0.065
Se -4.4611 -2.3230 -4.2358 0.045 -0.207 0.123
Se -6.0732 1.3356 -2.9272 -0.110 0.062 0.081
Se -5.3020 0.7579 -6.6630 -0.066 0.048 0.017
Se -2.2423 0.8870 -4.1574 0.412 0.311 -0.110
Ge -0.4875 -2.9922 -1.3877 -0.121 0.084 -0.233
Ni -1.9967 -0.6459 -2.4146 -0.308 -0.459 -0.116
O -0.9536 0.4779 -0.4048 -0.232 0.140 -0.382
O -2.1977 -2.3416 -1.3057 0.192 0.098 0.313
O 0.4895 -0.5693 -1.6972 0.075 -0.123 0.139
C -1.3692 1.7652 0.1979 0.145 -0.062 0.110
C 1.2545 -2.7230 3.5438 -0.017 -0.007 -0.001
C -2.4513 -2.4899 1.1196 0.020 0.049 0.016
C 1.6037 -0.2697 -2.6167 -0.098 0.051 0.057
C 0.3372 0.0970 -0.5103 -0.130 -0.239 0.169
C 4.1187 4.0292 2.0166 0.023 0.015 -0.011
C 1.1383 -1.6878 2.6335 0.109 0.014 0.035
C 4.1201 3.4147 0.7733 0.005 0.025 -0.007
C 3.4320 -1.9342 4.1696 0.003 0.007 0.007
C 3.4693 2.2033 0.5928 -0.018 -0.021 -0.064
C 1.2174 0.1715 0.4525 0.351 0.151 0.011
C -3.9060 -3.7855 -0.4743 0.023 0.048 0.082
C 3.3184 -0.8942 3.2573 -0.069 -0.029 -0.026
C 2.8892 -0.8354 -2.0348 0.127 0.018 -0.117
C 1.2416 -0.9892 -3.9062 0.098 0.089 0.005
C 3.4641 3.4234 3.0803 0.010 0.024 0.009
C -2.4170 2.3392 -0.7376 -0.026 0.053 0.076
C 1.6364 1.2347 -2.8341 0.073 -0.020 -0.018
C 2.0401 0.3304 1.4664 -0.143 -0.320 -0.069
C -4.1313 -1.3079 -0.3148 -0.130 -0.033 0.026
C 2.8211 2.2099 2.9016 0.044 -0.037 -0.018
C 2.1689 -0.7570 2.4809 -0.073 -0.040 0.037
C -0.1989 2.7262 0.3180 -0.090 0.231 0.084
C -3.1686 -2.4745 -0.2248 0.025 -0.190 -0.037
C 2.8159 1.5846 1.6537 0.016 0.100 0.010
C -1.9410 1.4264 1.5681 0.054 0.079 -0.010
C 2.4007 -2.8479 4.3189 0.004 -0.037 0.020
H -2.2886 2.3366 2.0610 0.016 -0.009 -0.014
H 1.9498 -0.6856 -4.6806 0.002 -0.041 0.014
H -2.7847 0.7458 1.4746 -0.043 -0.033 -0.018
H -3.2238 1.6407 -0.9535 -0.037 -0.052 0.029
H -0.6114 3.6940 0.6113 0.026 -0.001 -0.018
H 2.4900 -3.6580 5.0315 0.000 0.004 0.001
H 3.4500 3.9007 4.0520 -0.003 0.000 -0.002
H 0.2504 -1.6043 2.0194 0.009 0.031 0.004
H -3.1785 -2.5365 1.9328 -0.015 0.012 -0.028
H 3.4613 1.7372 -0.3858 0.004 -0.003 0.081
H 3.2252 -0.3086 -1.1426 -0.057 0.008 -0.013
H 1.3011 -2.0709 -3.7856 -0.038 -0.008 0.014
H -4.7136 -3.9133 0.2508 0.027 0.014 0.004
H 4.3327 -2.0289 4.7631 0.001 -0.008 -0.003
H 1.8315 1.7712 -1.9035 -0.021 -0.035 -0.048
H 0.3086 2.8588 -0.6381 -0.023 -0.015 -0.004
H 0.2371 -0.7208 -4.2320 -0.049 0.007 0.015
H 3.6746 -0.7704 -2.7918 0.006 0.010 0.040
H -1.9848 2.6198 -1.6972 0.026 -0.012 0.015
H 0.4457 -3.4356 3.6466 0.007 0.000 0.008
H 2.4293 1.4832 -3.5420 -0.010 -0.012 0.004
H -1.7876 -3.3535 1.2060 0.006 -0.002 -0.006
H -2.8539 3.2245 -0.2700 -0.014 -0.003 -0.020
H 2.7492 -1.8879 -1.7832 -0.005 0.001 0.010
H 4.6244 3.8809 -0.0635 0.003 0.005 0.003
H -4.7941 -1.3126 0.5545 -0.034 0.005 -0.041
H 0.5274 2.4292 1.0727 -0.110 0.077 -0.064
H -3.2224 -4.6336 -0.3801 0.008 -0.012 -0.030
H -1.8523 -1.5838 1.2375 -0.039 0.024 -0.007
H -4.3325 -3.7681 -1.4760 -0.001 -0.014 -0.048
H 4.6230 4.9769 2.1560 -0.004 -0.002 -0.001
H -4.7402 -1.3575 -1.2181 0.046 -0.010 -0.026
H -3.5888 -0.3668 -0.3199 0.072 0.120 0.008
H 2.3086 1.7423 3.7330 -0.013 -0.009 0.000
H 0.6826 1.5644 -3.2498 -0.017 0.020 0.008
H 4.1334 -0.1922 3.1433 0.010 0.032 -0.014
H -1.1784 0.9609 2.1970 0.014 -0.005 0.002
```
Positions in Å, forces in eV/Å.

Kohn-Sham gap (alpha / beta): 5.97 / 5.40 eV
multiplicity: 4
net charge: -1
energy relative to the best compared isomer or geometry (same formula, charge and spin): 0.123 eV
<S²>: 3.765
F_max: 0.57 eV/A
LUMO energy (alpha / beta): 1.9 / 1.4 eV

[3]
The following is a quantum chemistry calculation of C27H38Cl10F5LiMgN5O6S2Si as an isolated structure in a non-equilibrium geometry, from the Open Molecules 2025 dataset.

The geometry in XYZ format:
```
96
Properties=species:S:1:pos:R:3:forces:R:3
Cl -3.8791 6.8466 -10.2168 0.121 -0.098 0.195
Cl -3.0304 5.1490 -8.0331 -0.222 -0.204 -0.094
Cl -2.0463 7.8672 -8.2301 -0.044 -0.147 0.017
Cl -1.1659 5.8699 -10.1234 -0.155 -0.006 0.184
Cl 1.0885 -9.5196 3.8279 0.097 0.126 -0.023
Cl 3.8072 -8.9160 4.5957 -0.110 0.074 -0.083
Cl 2.8725 -8.2459 1.9436 -0.033 0.027 0.095
Cl -1.4979 -3.7656 -2.5323 -0.586 0.169 -1.003
Cl -5.2879 -3.7945 0.4535 -0.206 -0.409 0.003
Cl 1.8979 -6.7750 4.2350 0.017 -0.100 0.071
S 7.0903 -0.5149 1.0402 2.741 0.349 0.825
S 5.2718 0.3683 -0.6314 -1.390 1.095 -1.733
Si -1.5756 -1.7526 0.3839 -1.289 -0.155 0.028
Mg 3.3045 -2.9370 4.5392 1.322 0.056 1.234
F 4.6211 -0.2725 -1.9390 0.176 -0.550 0.193
F 1.5648 -3.4680 3.8819 -0.864 -0.210 -1.621
F 0.8691 3.9951 -1.5859 0.000 -0.056 0.077
F 1.4280 -4.7162 1.9832 0.101 0.844 0.488
F 7.8689 0.7978 0.6222 -0.416 -0.025 -0.008
O -2.1356 2.7007 1.6960 -0.308 0.050 0.100
O -3.3170 -2.1815 3.5312 0.197 -0.028 0.136
O 8.1539 -1.4433 1.2208 -0.785 -0.540 -0.430
O 6.3942 -0.1123 2.2342 -0.612 -0.015 -0.340
O 5.9038 1.5285 -1.1636 0.257 -0.201 0.481
O 4.1019 0.5873 0.1845 0.283 -0.511 0.395
N -4.8722 -3.8291 3.6409 0.435 -0.044 -0.069
N -4.3542 -2.5993 5.5097 0.227 0.288 0.222
N 6.2067 -0.8334 -0.2253 -0.255 0.295 0.520
N 3.2514 -2.4888 1.7494 0.744 0.330 -0.346
N -1.2452 4.5451 0.8611 -0.224 0.269 -0.110
C -2.2481 3.9019 1.5077 0.186 -0.425 0.045
C 0.2511 4.2454 -2.7366 -0.298 0.143 -0.693
C -1.2043 -3.4324 1.1800 0.685 -0.365 0.386
C 2.4172 -8.3680 3.6510 0.041 -0.165 0.025
C -2.5281 6.4405 -9.1605 0.129 0.397 -0.402
C 0.1529 5.5599 -3.1831 0.115 -0.005 0.187
C 1.7681 -1.2253 -3.0552 -0.391 0.191 0.594
C 1.5324 -0.8813 1.8992 1.551 0.727 -0.542
C -0.4823 5.8248 -4.3858 -0.065 0.010 0.172
C -0.2415 -1.4543 -0.9524 0.618 -0.315 -0.669
C -4.1325 -2.8322 4.1819 -0.317 -0.341 -0.106
C 2.8461 -0.3480 2.5994 -0.435 -1.728 0.768
C 1.2942 -0.0670 -2.3143 -0.685 -0.660 0.370
C -1.1271 5.9455 0.5123 0.412 -0.393 -0.054
C -0.9248 3.4673 -4.6736 -0.219 0.070 0.139
C 1.2729 -2.4816 -2.7674 -0.544 0.588 0.208
C 1.0683 -3.4953 2.4684 -1.356 0.536 -0.444
C -0.2832 3.1945 -3.4715 0.056 -0.115 0.297
C -0.4669 -3.3439 2.5656 0.267 -0.856 0.303
C 0.3078 -0.1752 -1.2938 0.537 -1.070 -0.853
C -1.8126 -0.3311 1.6053 0.387 0.380 -0.094
C 1.7938 -2.3940 1.6198 0.212 -0.231 0.163
C -1.0226 4.7807 -5.1327 -0.480 0.004 0.041
C 0.2682 -2.6314 -1.7168 -0.087 1.197 -0.857
C -3.4464 4.6956 1.9584 -0.008 -0.068 0.044
C -3.2246 -1.8663 -0.5753 0.739 1.412 -0.813
C 3.8883 -1.4426 2.2491 -1.426 0.410 0.824
Li -3.3603 4.4804 -4.5902 0.435 0.044 0.010
H -0.1927 2.1784 -3.1090 -0.008 0.033 0.032
H -0.4916 3.9273 0.5999 0.047 0.094 0.053
H 3.7221 -3.3498 1.4673 0.055 0.369 0.073
H -0.2236 6.3383 0.9814 -0.086 0.286 -0.105
H -5.0120 -3.1150 6.0626 -0.011 -0.006 -0.067
H -3.7198 -0.8737 -0.4392 0.097 -0.778 0.142
H -3.0435 -1.9389 -1.6693 -0.387 -0.285 0.730
H -1.4172 -0.5108 2.6225 -0.332 0.027 -0.516
H -3.8673 -2.7183 -0.1699 0.385 0.469 -0.223
H -5.5376 -4.3729 4.1570 0.004 0.075 0.034
H -0.8272 -4.2020 3.1808 0.457 0.562 -0.262
H -0.5553 6.8439 -4.7450 0.041 -0.032 0.013
H -0.5994 -4.0932 0.5126 -0.448 0.428 0.367
H -0.6856 -2.4377 3.1611 -0.014 -0.394 -0.492
H -1.5183 4.9889 -6.0736 0.291 0.028 -0.134
H -0.0959 -3.6711 -1.5519 1.613 0.110 1.703
H -1.9836 6.5305 0.8341 -0.022 -0.125 0.049
H 1.6223 -3.3753 -3.3064 -0.306 0.536 0.264
H -3.1436 5.4692 2.6656 -0.069 0.098 -0.109
H 1.7180 0.9156 -2.5721 -0.161 -0.540 0.240
H -2.1592 -3.9829 1.3309 0.488 0.567 -0.072
H 4.9804 -1.3231 2.3981 -0.663 -0.220 -0.379
H 2.5178 -1.0846 -3.8508 -0.369 -0.085 0.643
H 1.6078 -2.6955 0.5646 -0.446 0.337 0.635
H 0.5739 6.3604 -2.5883 0.056 -0.052 -0.010
H -0.0580 0.7041 -0.7396 0.355 -0.398 -0.354
H 0.6906 -0.5847 2.5425 0.047 -0.471 -0.816
H 3.1284 0.7068 2.4533 0.023 -0.745 -0.334
H -1.0275 6.0147 -0.5738 -0.025 0.332 0.016
H -1.3494 2.6543 -5.2548 0.183 -0.059 -0.033
H -4.7315 -4.0243 2.6565 -0.312 0.113 -0.098
H -1.3540 0.6136 1.2379 -0.333 -0.557 0.235
H 1.5760 -0.4033 0.8969 -0.756 -0.156 0.734
H -3.9459 5.1485 1.1001 0.024 0.147 0.084
H 2.6316 -0.5068 3.6795 0.532 0.529 -0.445
H -2.9042 -0.1503 1.6995 0.729 -0.199 0.007
H -3.8219 -1.8667 5.9425 -0.068 -0.031 -0.013
H -4.1483 4.0300 2.4546 0.112 -0.054 -0.045
```
Positions in Å, forces in eV/Å.

Kohn-Sham gap: 1.92 eV
net charge: +1
energy relative to the best compared isomer or geometry (same formula, charge and spin): 0.000 eV
F_max: 2.88 eV/A
LUMO energy: -6.2 eV

Question: Which value of energy relative to the best compared isomer or geometry (same formula, charge and spin) does entry 3 give?
Answer: 0.000 eV

Question: The highest F_max belongs to which entry?
Answer: C27H38Cl10F5LiMgN5O6S2Si